ORCA calculation (ωB97M-V with the def2-TZVPD basis set) on C5H5NO as an isolated structure at a distorted geometry.

The gap between HOMO and LUMO (alpha / beta) comes out at 7.3 / 7.3 eV. The calculation puts the HOMO energy (alpha / beta) at -7.871 / -7.872 eV. As for the strongest force on any atom: 0.022 Eh/bohr.

Cartesian coordinates (Å):
N1 2.6738 1.3143 0.3912
C1 1.8913 0.4670 0.2862
C2 0.9450 -0.6164 0.0315
O1 -0.0890 -0.6480 1.4032
C3 -1.1043 -0.1697 0.7483
C4 -0.9177 0.7079 -0.4224
C5 -0.0615 -0.3923 -0.9663
H1 1.4156 -1.5953 0.1003
H2 -2.0913 -0.4282 1.1414
H3 -1.8406 0.9272 -0.9580
H4 -0.3769 1.6362 -0.1845
H5 -0.4443 -1.2025 -1.5710

Forces on the atoms, in the same order (eV/Å):
-0.79 -0.84 -0.02
0.67 0.75 0.11
0.11 -0.07 -0.02
-0.04 0.08 -0.24
-0.16 0.01 0.17
-0.07 0.04 0.07
0.11 -0.11 -0.18
-0.07 0.14 -0.03
0.15 0.13 0.04
0.12 -0.09 0.09
-0.08 -0.13 -0.05
0.06 0.09 0.07

Results of the Löwdin charge analysis, in e, for atoms 1 through 6: 0.1637 -0.1798 -0.1865 -0.0127 -0.1198 -0.1682